Entry 1:
{"formula": "C15H21BNO2ReS4Sb", "method": "ωB97M-V with the def2-TZVPD basis set", "e_lumo_ev": -12.83, "total_charge": 3, "largest_force_ev_per_a": 4.6, "energy_ha": -2724.50152, "symbols": ["Re", "S", "Sb", "S", "S", "S", "C", "C", "C", "C", "C", "C", "C", "C", "O", "B", "O", "C", "C", "H", "H", "H", "H", "H", "H", "H", "H", "H", "H", "H", "H", "C", "C", "C", "C", "C", "N", "H", "H", "H", "H", "H", "H", "H", "H", "H"], "coordinates": [[3.452, -1.398, 0.940], [7.056, -5.529, 0.498], [5.807, -3.835, 0.615], [3.425, -3.769, 0.962], [3.004, -0.905, 2.770], [5.720, -1.503, 0.122], [-4.870, 0.834, -0.132], [-4.551, -0.703, -0.042], [-5.442, -1.485, -0.969], [-4.831, -1.115, 1.540], [-3.223, -1.145, 0.039], [-2.964, -2.643, 0.070], [-1.817, -3.276, -0.073], [-0.671, -2.388, 0.040], [0.494, -2.729, 0.101], [1.367, -1.504, 0.258], [0.391, -0.426, 0.254], [-0.823, -0.918, 0.180], [-2.019, -0.319, 0.137], [-5.932, 0.980, 0.132], [-4.611, 1.165, -1.099], [-4.412, 1.468, 0.640], [-6.390, -0.978, -0.787], [-5.643, -2.571, -0.817], [-5.124, -1.389, -2.042], [-5.919, -0.832, 1.534], [-4.261, -0.608, 2.283], [-4.716, -2.173, 1.749], [-3.880, -3.236, 0.151], [-1.617, -4.329, -0.179], [-2.030, 0.763, 0.089], [4.937, 3.143, -1.355], [3.679, 2.958, -0.532], [2.402, 3.223, -1.432], [3.683, 3.778, 0.752], [3.643, 1.585, -0.131], [3.543, 0.464, 0.136], [5.109, 4.173, -1.587], [4.960, 2.547, -2.308], [5.802, 2.772, -0.799], [2.202, 4.253, -1.522], [1.514, 2.776, -0.965], [2.543, 2.848, -2.465], [3.689, 4.848, 0.497], [4.544, 3.572, 1.356], [2.778, 3.556, 1.391]], "lowdin_charge": [0.3229, 0.1794, 0.4428, 0.0587, 0.4978, 0.0705, 0.0112, -0.4938, 0.0016, 0.1103, -0.0310, 0.0795, 0.1214, -0.1293, 0.2329, -0.3745, 0.1643, -0.1604, 0.1543, 0.1160, 0.0917, 0.1069, 0.1078, 0.1192, 0.1388, 0.1567, 0.1043, 0.0982, 0.1419, 0.1634, 0.1602, -0.0209, -0.5644, 0.0078, -0.0121, -0.0593, -0.0294, 0.1018, 0.1199, 0.1002, 0.0795, 0.0838, 0.1055, 0.1169, 0.0903, 0.1168]}

=====

Entry 2:
{"formula": "C3HNO2", "method": "ωB97M-V with the def2-TZVPD basis set", "relative_energy_kcal_mol": 104.4, "e_lumo_ev": -0.63, "total_charge": 0, "largest_force_ev_per_a": 1.9, "energy_ha": -319.93295, "symbols": ["C", "C", "C", "N", "O", "O", "H"], "coordinates": [[-1.028, -0.065, 0.035], [-0.182, -1.056, 0.072], [1.881, 0.427, -0.260], [0.927, 1.072, -0.051], [-0.372, 1.197, 0.215], [0.866, -1.568, 0.046], [-2.091, -0.008, -0.058]], "lowdin_charge": [-0.0583, -0.1763, 0.0998, -0.0822, -0.0404, 0.1421, 0.1152]}

=====

Entry 3:
{"formula": "C10H11P", "method": "ωB97M-V with the def2-TZVPD basis set", "relative_energy_kcal_mol": 96.6, "e_lumo_ev": [-0.25, -1.14], "total_charge": 0, "largest_force_ev_per_a": 5.6, "energy_ha": -728.82191, "symbols": ["C", "C", "C", "C", "C", "C", "C", "C", "C", "C", "P", "H", "H", "H", "H", "H", "H", "H", "H", "H", "H", "H"], "coordinates": [[0.584, -2.828, -2.263], [1.294, -1.822, -2.893], [0.172, -2.612, -0.889], [1.185, -0.490, -2.533], [0.329, -1.369, -0.465], [0.844, -0.258, -1.151], [-2.690, 2.501, 2.284], [-1.363, 2.396, 1.940], [0.650, 1.186, 1.388], [-0.709, 1.178, 1.892], [1.081, 1.448, -0.493], [0.737, -3.830, -2.769], [1.939, -2.115, -3.733], [-0.163, -3.413, -0.294], [1.757, 0.295, -2.957], [0.229, -1.084, 0.618], [-3.138, 3.437, 2.708], [-3.097, 1.440, 2.232], [-0.664, 3.125, 1.905], [1.180, 2.114, 1.756], [1.215, 0.390, 1.665], [-1.372, 0.312, 2.051]], "lowdin_charge": [-0.0659, -0.1300, -0.0738, -0.1150, -0.1592, -0.4784, 0.0210, -0.2484, -0.4638, -0.1759, 1.0122, 0.1176, 0.1080, 0.0915, 0.0693, 0.0946, 0.0686, 0.0735, 0.0573, 0.0735, 0.0156, 0.1074]}

=====

Entry 4:
{"formula": "C19H43IrO2P3", "method": "ωB97M-V with the def2-TZVPD basis set", "multiplicity": 5, "relative_energy_kcal_mol": 29.5, "e_lumo_ev": [-8.90, -13.13], "total_charge": 3, "largest_force_ev_per_a": 4.4, "energy_ha": -2027.40541, "symbols": ["Ir", "P", "P", "P", "H", "C", "C", "H", "C", "C", "C", "C", "C", "C", "C", "C", "C", "H", "H", "H", "H", "H", "H", "H", "H", "H", "H", "H", "H", "H", "H", "H", "H", "H", "H", "H", "H", "H", "H", "H", "H", "H", "H", "H", "H", "H", "C", "C", "C", "C", "C", "C", "O", "H", "H", "H", "H", "H", "H", "C", "C", "O", "H", "H", "H", "H", "H", "H"], "coordinates": [[-0.018, 0.340, -0.885], [1.307, -0.451, 0.715], [1.432, 2.220, -0.796], [-0.992, -2.046, -0.787], [0.587, 3.239, -4.536], [-0.225, 2.495, -4.551], [-1.208, 2.621, -3.635], [-1.144, 3.370, -2.855], [2.702, -1.384, -0.037], [2.142, 0.612, 1.970], [0.715, -1.650, 1.982], [1.333, 3.470, -2.088], [0.894, 3.197, 0.652], [3.259, 1.929, -0.932], [-2.409, -2.277, -1.924], [-1.737, -3.003, 0.628], [0.192, -3.230, -1.535], [-0.330, 1.882, -5.454], [-2.220, 2.308, -3.943], [3.517, -1.495, 0.693], [3.087, -0.854, -0.916], [2.383, -2.384, -0.353], [2.820, -0.022, 2.569], [1.372, 1.018, 2.646], [2.719, 1.449, 1.562], [0.590, -2.645, 1.557], [-0.225, -1.296, 2.416], [1.452, -1.719, 2.794], [2.198, 4.151, -2.045], [0.399, 4.042, -2.023], [1.365, 2.896, -3.016], [1.772, 3.553, 1.211], [0.228, 2.612, 1.304], [0.333, 4.057, 0.259], [3.735, 2.905, -1.094], [3.452, 1.302, -1.812], [3.705, 1.452, -0.056], [-2.894, -3.244, -1.728], [-2.052, -2.258, -2.965], [-3.145, -1.473, -1.778], [-2.468, -3.722, 0.223], [-2.270, -2.307, 1.294], [-0.994, -3.568, 1.202], [-0.340, -3.820, -2.298], [0.598, -3.916, -0.776], [1.010, -2.686, -2.024], [-1.565, 0.019, -3.629], [-0.542, -0.589, -4.374], [-0.894, -1.549, -5.317], [-2.243, -1.785, -5.614], [-3.248, -0.964, -5.075], [-2.918, -0.045, -4.098], [-1.307, 0.792, -2.541], [0.846, 0.054, -2.272], [0.487, -0.266, -4.200], [-0.079, -2.052, -5.858], [-2.514, -2.593, -6.296], [-4.288, -1.026, -5.403], [-3.628, 0.629, -3.629], [-3.489, 1.316, 2.075], [-2.631, 0.393, 1.221], [-1.803, 1.166, 0.297], [-2.858, 1.953, 2.708], [-4.108, 0.697, 2.740], [-4.154, 1.934, 1.458], [-1.952, -0.204, 1.849], [-3.248, -0.282, 0.614], [-2.377, 1.648, -0.326]], "lowdin_charge": [0.8320, 0.6035, 0.6963, 0.7844, 0.1091, 0.1422, 0.0820, 0.1011, -0.2099, -0.2452, -0.2341, -0.2549, -0.2271, -0.2081, -0.2428, -0.2136, -0.2379, 0.1224, 0.1160, 0.0832, 0.0345, 0.0361, 0.0787, 0.0711, 0.0153, 0.0238, 0.0461, 0.0768, 0.0910, 0.0532, 0.0119, 0.0766, 0.0320, 0.0631, 0.0719, 0.0620, 0.0391, 0.0753, 0.0235, 0.0580, 0.0681, 0.0412, 0.0483, 0.0659, 0.0654, 0.0312, -0.3938, -0.0269, 0.0132, 0.0465, 0.0125, 0.0166, -0.3190, -0.0258, 0.1028, 0.1491, 0.1514, 0.1477, 0.1443, -0.0431, -0.2725, -0.2565, 0.0934, 0.1033, 0.0931, 0.0904, 0.1099, 0.1045]}

=====

Entry 5:
{"formula": "C15H19N5O2ReS", "method": "ωB97M-V with the def2-TZVPD basis set", "multiplicity": 4, "relative_energy_kcal_mol": 9.0, "e_lumo_ev": [-14.77, -17.39], "total_charge": 4, "largest_force_ev_per_a": 7.2, "energy_ha": -1481.95695, "symbols": ["N", "C", "C", "H", "H", "H", "N", "C", "C", "H", "H", "H", "N", "C", "C", "H", "H", "H", "Re", "C", "O", "C", "O", "C", "C", "C", "C", "C", "C", "H", "H", "H", "H", "H", "H", "N", "C", "N", "S", "H", "H", "H", "H"], "coordinates": [[-0.833, 2.833, 0.242], [-0.303, 3.847, 0.045], [0.241, 5.157, -0.185], [-0.577, 5.867, -0.363], [0.875, 5.111, -1.075], [0.844, 5.452, 0.682], [2.387, -1.572, -0.640], [3.320, -2.159, -1.000], [4.522, -2.945, -1.207], [5.149, -2.487, -1.972], [4.266, -3.948, -1.554], [5.112, -3.054, -0.295], [-2.915, -0.394, 0.230], [-3.654, -1.275, 0.057], [-4.623, -2.308, -0.180], [-4.419, -3.145, 0.501], [-4.542, -2.644, -1.222], [-5.625, -1.899, -0.008], [0.370, -0.237, -1.050], [-0.434, -1.611, 0.183], [-0.831, -2.463, 0.872], [1.294, 1.055, 0.190], [1.916, 1.758, 0.881], [0.763, 1.197, -2.543], [-0.627, 1.241, -2.284], [-1.386, 0.070, -2.285], [-0.776, -1.179, -2.543], [0.546, -1.181, -3.011], [1.305, -0.008, -3.014], [1.402, 2.035, -2.283], [-1.093, 2.207, -2.131], [-2.458, 0.098, -2.132], [-1.277, -2.106, -2.286], [1.033, -2.108, -3.291], [2.348, -0.075, -3.303], [0.443, 1.059, 3.951], [-0.384, 0.252, 3.268], [-0.770, -0.842, 3.937], [-1.061, 0.686, 1.776], [0.871, 0.723, 4.792], [0.733, 1.936, 3.542], [-1.452, -1.461, 3.537], [-0.313, -1.079, 4.808]], "lowdin_charge": [0.0703, -0.2014, 0.0066, 0.1312, 0.1081, 0.1219, 0.1453, -0.1063, 0.0259, 0.1215, 0.1245, 0.1314, 0.0657, -0.1976, 0.0060, 0.1195, 0.1151, 0.1293, 1.3653, -0.2214, 0.1930, -0.2202, 0.1925, -0.1401, -0.1024, -0.1017, -0.1402, -0.0814, -0.0770, 0.1605, 0.1497, 0.1494, 0.1611, 0.1713, 0.1717, 0.2126, -0.6854, 0.2111, 1.1276, 0.1554, 0.1356, 0.1308, 0.1652]}